(1)
ORCA calculation (ωB97M-V/def2-TZVPD) on a 2-piece molecular cluster, C2H11N2O overall.

The geometry in ORCA input format:
```
! RIJCOSX wB97M-V def2-TZVPD def2/J DEFGRID3
* xyz 1 1
C 0.866 0.733 1.780
N 1.496 0.134 0.553
H 0.436 1.681 1.495
H 0.079 0.077 2.113
H 1.598 0.837 2.559
H 2.112 -0.631 0.807
H 2.003 0.849 0.046
H 0.738 -0.337 -0.068
N -0.368 -1.190 -0.976
C -1.315 -0.183 -1.464
O -1.346 0.817 -0.479
H -0.782 -1.763 -0.255
H -0.090 -1.800 -1.742
H -0.873 0.222 -2.377
H -2.314 -0.616 -1.624
H -2.239 1.169 -0.368
*
```

Gap between HOMO and LUMO (eV): 11.52
HOMO (eV): -14.574
Energy above the lowest of the compared OMol25 structures with the same formula, charge and spin (eV): 0.384
DFT total energy (a.u.): -267.3106


(2)
ORCA calculation (ωB97M-V/def2-TZVPD) on C22H33IrN9 as an isolated structure.

The geometry in ORCA input format:
```
! RIJCOSX wB97M-V def2-TZVPD def2/J DEFGRID3
* xyz 4 2
Ir -0.057 0.464 -0.321
C 3.401 -3.535 0.030
N 3.640 -2.119 -0.163
C 5.002 -1.649 -0.050
C 4.936 -0.180 -0.407
N 3.544 0.013 -0.732
C 3.041 1.257 -1.248
C 2.783 -1.103 -0.525
N 1.473 -1.101 -0.671
C 0.708 -2.349 -0.624
C -0.606 -2.248 -1.354
N -1.430 -1.136 -0.891
C -2.762 -1.156 -0.967
N -3.475 -0.039 -0.709
C -2.905 1.243 -0.403
C -4.909 -0.236 -0.848
C -4.999 -1.705 -1.238
N -3.609 -2.160 -1.270
C -3.376 -3.576 -1.504
H 4.304 -3.991 0.433
H 3.190 -4.033 -0.922
H 2.583 -3.722 0.723
H 5.666 -2.217 -0.717
H 5.379 -1.828 0.966
H 5.579 0.080 -1.256
H 5.238 0.473 0.423
H 3.869 1.850 -1.634
H 2.545 1.830 -0.459
H 2.336 1.063 -2.059
H 0.525 -2.639 0.416
H 1.235 -3.164 -1.117
H -1.083 -3.212 -1.198
H -0.419 -2.128 -2.426
H -2.172 1.151 0.418
H -3.692 1.920 -0.078
H -2.417 1.684 -1.282
H -5.323 0.431 -1.608
H -5.429 -0.009 0.086
H -5.466 -1.852 -2.215
H -5.586 -2.297 -0.532
H -4.309 -4.031 -1.826
H -3.073 -4.091 -0.588
H -2.646 -3.755 -2.290
N 0.151 3.027 2.012
C 0.061 1.786 2.585
C 0.130 1.718 3.985
C -0.035 0.514 4.624
C -0.266 -0.635 3.857
C -0.274 -0.513 2.495
N -0.104 0.670 1.856
C 0.041 3.477 0.726
C 0.007 4.868 0.537
C -0.074 5.388 -0.732
C -0.128 4.508 -1.822
C -0.100 3.165 -1.572
N -0.014 2.636 -0.321
H 0.249 3.773 2.688
H 0.299 2.626 4.550
H 0.008 0.453 5.703
H -0.412 -1.598 4.324
H -0.418 -1.369 1.852
H 0.029 5.517 1.403
H -0.094 6.461 -0.883
H -0.169 4.872 -2.839
H -0.125 2.455 -2.393
*
```

Gap between HOMO and LUMO (alpha / beta) (eV): 5.42 / 3.78
HOMO (alpha / beta) (eV): -19.277 / -19.286
Expectation value of S²: 0.790
Energy above the lowest of the compared OMol25 structures with the same formula, charge and spin (eV): 1.132
DFT total energy (a.u.): -1453.6959


(3)
ORCA calculation (ωB97M-V/def2-TZVPD) on C5H14NSe as an isolated structure.

The geometry in ORCA input format:
```
! RIJCOSX wB97M-V def2-TZVPD def2/J DEFGRID3
* xyz 1 1
C -0.352 -0.805 2.827
C -1.730 -1.057 -0.995
C -0.417 0.758 -2.130
C 2.494 0.577 -0.154
C 0.732 -0.215 1.998
N -0.785 0.040 -0.898
Se 1.145 -0.816 0.410
H -1.067 -1.574 2.478
H -1.111 0.001 3.252
H 0.026 -1.449 3.743
H -1.416 -2.082 -1.576
H -2.069 -1.104 0.053
H -2.589 -0.808 -1.595
H -0.988 0.391 -3.013
H -0.703 1.810 -1.929
H 0.648 0.661 -2.337
H 3.140 0.074 -0.863
H 1.797 1.408 -0.157
H 3.129 0.674 0.765
H 1.386 0.624 2.364
H -1.347 0.706 -0.347
*
```

Gap between HOMO and LUMO (alpha / beta) (eV): 7.83 / 7.84
HOMO (alpha / beta) (eV): -12.607 / -12.607
Energy above the lowest of the compared OMol25 structures with the same formula, charge and spin (eV): 1.826
DFT total energy (a.u.): -2654.7049


(4)
ORCA calculation (ωB97M-V/def2-TZVPD) on an isolated ion of composition C2H5N2S and charge +1.

The geometry in ORCA input format:
```
! RIJCOSX wB97M-V def2-TZVPD def2/J DEFGRID3
* xyz 1 1
C -0.039 0.945 -0.492
C -0.343 0.144 0.682
N 0.975 1.330 -1.096
N 0.107 -1.274 0.504
S -1.728 0.858 -0.567
H -0.355 0.578 1.605
H 0.774 2.053 -1.743
H -0.614 -1.895 0.849
H 1.098 -1.378 0.727
H 0.126 -1.361 -0.469
*
```

Gap between HOMO and LUMO (eV): 9.58
Structure (SMILES): [H]/N=C1\S[C@H]1[NH3+]
HOMO (eV): -14.302
Energy above the lowest of the compared OMol25 structures with the same formula, charge and spin (eV): 1.764
DFT total energy (a.u.): -586.5623


(5)
ORCA calculation (ωB97M-V/def2-TZVPD) on an isolated molecule of C21H18ClFN6O2.

The geometry in ORCA input format:
```
! RIJCOSX wB97M-V def2-TZVPD def2/J DEFGRID3
* xyz 0 1
C -6.936 -1.145 1.999
N -5.697 -1.605 1.442
C -4.668 -0.863 0.957
C -3.698 -1.750 0.530
C -4.243 -3.010 0.804
N -5.439 -2.912 1.348
H -3.810 -3.973 0.625
H -2.756 -1.511 0.089
N -4.739 0.516 0.957
C -3.776 1.385 0.572
N -2.595 0.923 0.175
C -1.685 1.815 -0.198
C -1.952 3.184 -0.165
C -3.214 3.554 0.277
N -4.128 2.678 0.639
H -3.509 4.594 0.342
H -1.214 3.919 -0.439
C -0.384 1.276 -0.622
C 0.095 0.126 -0.068
C 1.357 -0.446 -0.435
O 1.809 -1.483 0.033
N 2.080 0.272 -1.396
C 1.596 1.407 -1.949
C 0.397 1.938 -1.603
H 0.042 2.832 -2.086
H 2.223 1.878 -2.693
C 3.407 -0.209 -1.778
C 4.345 -0.194 -0.587
C 5.447 -1.038 -0.522
C 6.312 -0.992 0.557
C 6.101 -0.093 1.590
C 5.007 0.759 1.515
C 4.139 0.718 0.441
H 3.308 1.407 0.436
F 4.780 1.656 2.490
Cl 7.173 -0.026 2.939
H 7.157 -1.659 0.602
H 5.627 -1.756 -1.303
H 3.791 0.508 -2.515
C 3.314 -1.584 -2.499
O 3.453 -2.700 -1.685
H 2.867 -2.571 -0.911
H 4.114 -1.645 -3.244
H 2.352 -1.600 -3.038
H -0.473 -0.403 0.681
H -5.601 0.948 1.259
H -7.514 -0.581 1.263
H -6.764 -0.523 2.881
H -7.500 -2.028 2.291
*
```

Gap between HOMO and LUMO (eV): 7.67
Structure (SMILES): Cn1nccc1Nc1nccc(-c2ccn([C@H](CO)c3ccc(Cl)c(F)c3)c(=O)c2)n1
HOMO (eV): -8.185
Energy above the lowest of the compared OMol25 structures with the same formula, charge and spin (eV): 0.062
DFT total energy (a.u.): -1850.1459


(6)
ORCA calculation (ωB97M-V/def2-TZVPD) on a 14-piece molecular cluster, C36H94F3N4O17P2 overall.

The geometry in ORCA input format:
```
! RIJCOSX wB97M-V def2-TZVPD def2/J DEFGRID3
* xyz 1 1
C 2.628 0.795 -2.960
C 2.493 0.045 -2.045
C 1.967 -0.766 -0.922
N 0.617 -0.308 -0.546
C 0.537 1.173 -0.342
C 1.668 1.730 0.498
C 1.764 1.085 1.880
P 3.200 1.669 2.768
O 4.431 1.367 2.012
O 3.112 0.826 4.115
C 4.147 1.081 5.088
C 3.707 2.089 6.155
O 3.022 3.193 3.181
C 4.058 4.141 2.783
C 3.916 4.526 1.324
C -0.336 -0.758 -1.410
N -1.598 -0.415 -1.181
O -2.570 -0.812 -2.050
C -2.600 -0.005 -3.258
C -3.727 1.033 -3.217
N -0.042 -1.523 -2.470
C 0.888 -2.668 -2.224
C 1.237 -3.297 -3.569
C 1.665 -2.341 -4.680
N 0.517 -1.692 -5.343
C 2.033 -2.283 -1.264
C 1.964 -3.193 -0.004
C 0.687 -3.077 0.861
C 0.738 -2.148 2.032
F -0.273 -1.223 2.086
C 1.627 -2.163 3.044
F 1.327 -2.156 4.331
F 2.941 -2.187 2.855
P 3.776 -2.514 -1.993
C 4.195 -4.300 -1.788
C 4.909 -1.695 -0.789
H 2.927 1.420 -3.770
H 2.650 -0.631 -0.083
H -0.400 1.465 0.131
H 0.543 1.672 -1.313
H 2.629 1.646 -0.008
H 1.491 2.801 0.601
H 0.837 1.220 2.438
H 1.975 0.027 1.749
H 4.424 0.141 5.556
H 5.044 1.457 4.595
H 4.552 2.739 6.372
H 2.885 2.688 5.770
H 3.340 1.595 7.049
H 5.042 3.729 2.994
H 3.931 5.016 3.415
H 4.309 3.752 0.671
H 2.847 4.613 1.124
H 4.379 5.491 1.141
H -1.901 0.121 -0.383
H -1.662 0.532 -3.395
H -2.716 -0.648 -4.128
H -4.278 0.869 -2.289
H -4.384 0.892 -4.064
H -3.317 2.037 -3.185
H -0.885 -1.916 -2.895
H 0.295 -3.419 -1.697
H 0.318 -3.769 -3.929
H 1.943 -4.115 -3.462
H 2.165 -2.954 -5.432
H 2.426 -1.637 -4.346
H 0.302 -0.843 -4.828
H 0.830 -1.344 -6.243
H 2.875 -3.070 0.575
H 1.969 -4.208 -0.399
H 0.492 -4.069 1.273
H -0.191 -2.844 0.260
H 3.353 -4.952 -2.009
H 5.029 -4.512 -2.451
H 4.534 -4.517 -0.773
H 5.899 -2.124 -0.914
H 4.956 -0.645 -1.078
H 4.568 -1.741 0.247
C -3.131 -4.652 -2.195
O -2.739 -3.531 -2.988
H -2.601 -5.527 -2.562
H -2.872 -4.493 -1.143
H -4.205 -4.821 -2.283
H -3.216 -2.761 -2.660
C -4.348 1.452 -7.271
O -3.393 1.135 -6.251
H -5.313 1.607 -6.794
H -4.056 2.364 -7.793
H -4.428 0.628 -7.981
H -2.546 0.999 -6.685
C -4.033 -1.412 1.945
O -3.365 -1.904 3.100
H -5.065 -1.203 2.209
H -3.561 -0.485 1.601
H -4.020 -2.156 1.141
H -2.458 -2.076 2.833
C -4.444 -5.923 -5.136
O -4.471 -7.302 -4.778
H -5.379 -5.474 -4.808
H -3.609 -5.421 -4.647
H -4.351 -5.810 -6.219
H -3.646 -7.699 -5.070
C -3.456 5.035 -3.330
O -2.427 4.312 -2.653
H -3.400 4.776 -4.384
H -4.442 4.763 -2.947
H -3.312 6.112 -3.220
H -2.478 4.544 -1.721
C 1.202 0.748 9.767
O 1.879 1.862 9.189
H 1.576 -0.151 9.284
H 1.400 0.682 10.839
H 0.123 0.815 9.603
H 1.549 2.657 9.616
C -5.167 2.166 2.699
O -5.453 2.233 1.300
H -4.094 2.281 2.831
H -5.684 2.968 3.230
H -5.479 1.199 3.100
H -6.403 2.134 1.191
C 2.769 6.208 5.815
O 3.373 7.279 5.097
H 3.130 5.272 5.395
H 3.040 6.250 6.873
H 1.681 6.244 5.715
H 3.051 8.104 5.468
C 2.042 -7.007 -4.912
O 1.660 -6.536 -3.618
H 2.640 -6.229 -5.381
H 2.640 -7.916 -4.835
H 1.164 -7.202 -5.531
H 1.132 -7.222 -3.202
C 0.045 3.726 6.078
O -0.213 3.851 4.680
H -0.657 4.367 6.604
H -0.093 2.694 6.408
H 1.066 4.043 6.301
H 0.417 3.300 4.210
C -6.548 -1.656 -8.003
O -5.871 -1.142 -9.149
H -6.009 -1.329 -7.117
H -7.571 -1.274 -7.964
H -6.566 -2.748 -8.033
H -6.361 -1.435 -9.921
C -5.196 5.413 4.646
O -6.615 5.445 4.754
H -4.947 5.247 3.601
H -4.755 6.359 4.969
H -4.789 4.594 5.246
H -6.840 5.591 5.676
C 7.493 -0.368 2.705
O 7.236 -0.684 1.342
H 8.413 -0.866 2.999
H 7.609 0.712 2.829
H 6.671 -0.718 3.337
H 6.420 -0.230 1.106
*
```

Gap between HOMO and LUMO (eV): 8.29
HOMO (eV): -10.252
DFT total energy (a.u.): -3907.9245